This record from the Open Molecules 2025 dataset describes a 10-piece molecular cluster, C45H117N9O17 overall in a non-equilibrium geometry. The level of theory is ωB97M-V with the def2-TZVPD basis set.

The energy above the lowest of the compared OMol25 structures with the same formula, charge and spin is 141.9 kcal/mol. For the electronic energy, the calculation gives -3555.93937 Ha. For the HOMO-LUMO gap, the calculation gives 0.30621 Ha. Its net charge is 0.

Each line ends with the Löwdin charge.
CARTESIAN COORDINATES (ANGSTROEM)
H  -10.70514  -32.49119  27.05825  0.111
O  -15.23797  -30.22322  10.94962  -0.176
H  -15.24488  -33.28691  -5.05539  0.109
O  -6.65731  -27.36239  18.15121  -0.201
H  -15.90107  -29.59081  15.18092  0.081
H  -19.51392  -38.99425  25.77137  0.125
H  -16.26297  -23.37264  16.27964  0.071
N  -4.64967  -32.59742  6.30519  -0.057
C  -17.41029  -39.29942  23.88380  -0.164
C  -16.08579  -38.48773  24.32066  -0.182
C  -20.19918  -36.99713  25.26711  -0.181
H  -22.78269  -36.32264  24.26531  0.080
H  -17.82474  -34.41724  0.35064  0.108
O  -16.00364  -34.66887  -0.40170  -0.188
H  -15.65837  -33.40866  1.31766  0.079
H  -13.58895  -29.86910  17.34100  0.125
H  -16.11992  -25.44994  14.52767  0.071
H  -16.97572  -30.27927  18.54035  0.099
H  -25.26080  -32.05821  22.67049  0.093
H  -6.33205  -33.24236  21.44458  0.114
H  -8.62461  -26.63599  12.59472  0.066
C  -6.05276  -27.26450  19.39038  -0.225
H  -5.39696  -38.64475  21.32790  0.089
C  -2.81573  -33.06682  4.79121  -0.207
H  -23.43945  -30.88312  23.82408  0.116
H  -9.40486  -25.21314  11.06670  0.071
C  -3.49208  -31.44889  18.46340  -0.254
H  -10.97771  -25.95000  11.07363  0.075
H  -23.52062  -31.67944  20.81280  0.117
H  -2.69783  -34.08638  5.15824  0.126
H  -15.19266  -36.13570  21.97951  0.088
H  -0.92948  -31.18136  5.45712  0.077
H  -7.33732  -34.72845  8.68315  0.084
O  -15.98427  -31.37697  -4.56248  -0.185
H  -15.12440  -24.59147  16.47651  0.075
H  -3.96191  -32.07023  19.22583  0.118
H  -14.45460  -31.59660  -5.94977  0.085
H  -14.83674  -23.22494  15.32487  0.072
C  -23.83846  -31.06416  21.65453  -0.186
H  -11.15360  -34.43787  26.05488  0.104
H  -14.85486  -30.56835  9.01789  0.086
C  -7.35241  -33.58967  21.60683  -0.195
C  -4.68889  -27.93953  19.06412  -0.230
C  -4.57940  -32.81652  16.89678  -0.070
O  -9.46390  -26.92527  12.22933  -0.136
C  -6.43431  -36.99548  22.89421  -0.224
H  -8.50019  -27.39984  17.27128  0.086
N  -11.79489  -33.86407  25.52611  0.139
C  -10.11256  -25.74365  11.70374  -0.147
C  -7.93370  -32.77622  18.04442  -0.081
H  -4.41075  -27.67232  18.04465  0.112
H  -23.77896  -29.98578  21.50738  0.120
H  -8.19475  -26.02527  18.32283  0.086
H  -27.59431  -32.30280  22.44943  0.128
O  -21.77157  -30.43894  22.91463  -0.204
H  -17.71920  -31.92213  -3.10632  0.091
O  -5.97453  -33.24283  8.86481  -0.165
C  -15.90636  -30.21533  18.33918  -0.140
C  -17.70939  -32.96616  -1.18800  -0.142
N  -18.61424  -38.44391  23.93164  -0.065
H  -7.44037  -34.64871  23.25481  0.100
C  -26.19028  -31.54241  21.02557  -0.225
H  -18.27752  -37.55530  23.58948  0.085
H  -14.47266  -28.50617  17.00851  0.118
O  -16.33905  -24.52891  14.68670  -0.111
C  -5.12533  -31.61309  7.27147  -0.214
C  -4.58427  -38.19100  21.89512  -0.085
H  -6.50669  -36.09505  20.86274  0.112
C  -15.22421  -33.67047  0.35276  -0.076
C  -7.93949  -33.73408  20.23695  -0.254
H  -14.22268  -28.64022  11.99475  0.120
C  -22.56825  -36.96674  25.11811  -0.156
H  -17.03862  -32.17861  -0.84457  0.094
O  -15.68090  -30.04411  17.01134  -0.188
H  -16.44683  -29.33017  12.75755  0.118
C  -26.03531  -34.62645  20.62454  -0.118
H  -26.71120  -30.60576  20.82700  0.119
H  -19.88148  -30.23451  23.97193  0.079
H  -27.87879  -32.76163  20.77294  0.120
N  -7.46497  -34.90633  22.27853  -0.073
H  -15.25253  -39.18156  24.20946  0.107
C  -20.84801  -30.73646  24.01614  -0.090
H  -18.34000  -37.66824  25.83620  0.102
H  -0.21447  -32.78118  5.37861  0.084
O  -15.96115  -37.18615  23.70163  -0.218
H  -25.49117  -35.51709  20.93882  0.086
H  -5.52177  -29.69150  18.89543  0.105
H  -2.90763  -29.36979  18.00053  0.114
H  -15.10259  -29.92826  -5.86581  0.084
C  -12.39579  -32.80249  26.09094  -0.738
C  -27.10551  -32.61816  21.52763  -0.206
H  -16.99149  -33.01965  -5.36901  0.125
H  -4.37009  -31.38257  8.02283  0.121
H  -12.12909  -31.74313  27.76460  0.119
H  -25.74943  -31.89003  20.09127  0.105
H  -13.50605  -30.23252  12.36103  0.118
H  -2.72226  -31.98485  6.57598  0.112
H  -4.91034  -32.73059  15.86179  0.097
H  -10.39820  -25.10141  12.53682  0.072
C  -6.30969  -32.17787  8.00813  -0.245
C  -15.33898  -30.98737  -5.76321  -0.131
H  -14.17222  -33.86065  0.56550  0.086
H  -7.20592  -32.32670  17.36885  0.065
H  -3.90655  -27.48809  19.67425  0.110
C  -3.35451  -29.95062  18.80739  -0.173
O  -1.68978  -32.58208  4.00901  -0.161
C  -14.42143  -29.70795  12.08719  -0.169
H  -13.47908  -30.77316  10.03196  0.082
H  -15.41735  -33.08602  -2.69216  0.111
N  -11.70907  -32.40640  27.12918  0.145
H  -7.86626  -32.82090  22.18395  0.124
N  -15.37691  -29.15061  14.43824  -0.052
C  -15.55038  -29.80795  13.15278  -0.216
O  -26.41177  -33.85718  21.74578  -0.187
C  -15.55110  -23.95865  15.69833  -0.186
H  -3.66211  -33.40388  16.85597  0.083
H  -14.41094  -37.33843  22.64178  0.075
C  -22.95633  -31.25930  22.92231  -0.211
H  -23.37567  -37.69170  25.01509  0.087
H  -3.52021  -33.30116  3.99316  0.127
H  -17.27700  -39.61804  22.84996  0.098
H  -7.71322  -34.70704  19.80078  0.103
N  -17.52979  -32.82576  -2.69682  -0.083
H  -9.02390  -33.84033  20.26650  0.124
H  -14.19633  -30.68954  14.91235  0.113
O  -13.43488  -32.29170  25.63839  0.010
C  -3.41994  -32.16817  5.75881  -0.291
H  -15.56550  -29.37278  18.94086  0.087
H  -3.92134  -37.45773  21.43585  0.091
H  -6.04581  -26.18529  19.54316  0.122
H  -16.04922  -31.05131  -6.58757  0.084
H  -18.75084  -32.80014  -0.91246  0.108
N  -4.63943  -29.37220  19.26910  -0.071
C  -14.22846  -29.63060  15.16868  -0.226
H  0.24167  -31.61497  4.31155  0.083
C  -19.14965  -38.10718  25.25320  -0.208
H  -8.52725  -27.65348  18.99938  0.087
H  -16.41064  -34.44640  -3.16695  0.113
H  -20.59020  -31.78973  24.12688  0.076
H  -17.45667  -40.15897  24.55248  0.110
H  -4.18167  -38.97849  22.53220  0.099
H  -5.44111  -35.31666  21.99567  0.120
O  -7.50240  -32.64424  19.42824  -0.193
C  -14.41955  -29.55310  16.70984  -0.215
H  -17.81587  -35.21431  -1.13675  0.127
N  -25.20594  -31.25981  22.05432  -0.081
O  -21.41321  -37.68399  24.93252  -0.201
H  -4.53308  -33.45641  6.82350  0.115
H  -15.76621  -30.87548  13.10927  0.117
H  -7.09459  -37.83344  22.67067  0.119
H  -6.82401  -36.66961  23.85859  0.118
H  -15.35716  -31.02133  18.82587  0.092
C  -17.34233  -34.37593  -0.62591  -0.244
H  -16.03906  -38.24288  25.38178  0.107
H  -7.93680  -33.56920  9.71897  0.086
H  -20.12993  -36.27700  24.45180  0.127
H  -15.74113  -37.88564  21.67771  0.089
H  -7.02247  -32.36153  7.20420  0.122
H  -15.29399  -32.65194  -0.02912  0.060
H  -26.80389  -35.05285  19.97987  0.085
C  -6.40735  -35.81402  21.91119  -0.214
H  -5.40848  -30.71596  6.72092  0.128
H  -13.94990  -29.17261  9.55487  0.086
H  -6.56947  -34.56063  10.26683  0.090
H  -5.21878  -33.14421  17.71649  0.070
H  -21.27947  -30.39149  24.95578  0.078
H  -8.93343  -32.36704  17.89880  0.088
C  -14.34855  -30.13367  9.87973  -0.171
C  -16.15660  -32.80541  -4.70181  -0.203
H  -22.70272  -36.44380  26.06497  0.088
H  -25.32629  -34.10821  19.97893  0.077
O  -5.23988  -37.70042  23.05397  -0.235
H  -22.75158  -32.29902  23.17757  0.112
H  -7.87329  -33.83453  17.79065  0.082
H  -2.48178  -31.85394  18.40563  0.114
H  -2.78740  -29.80300  19.72645  0.114
H  -20.24130  -36.58314  26.27454  0.121
H  -3.57519  -31.14237  5.42457  0.135
C  -8.02896  -27.09624  18.20609  -0.117
C  -16.30557  -33.36537  -3.25884  -0.214
C  -0.66816  -31.99286  4.77793  -0.142
H  -6.85778  -31.38890  8.52314  0.121
H  -13.26063  -29.22866  14.86891  0.117
O  -4.11851  -31.48273  17.22988  -0.198
C  -6.98476  -34.00975  9.42293  -0.129
H  -6.42654  -27.78686  20.27102  0.125
H  -12.36067  -34.17784  24.75053  0.109
C  -15.44699  -37.11349  22.38859  -0.113